9
Properties=species:S:1:pos:R:3:forces:R:3 method="wB97M-V/def2-TZVPD" orbital_gap_ev=9.754 smiles=N#CP(C#N)NO charge=0 e_tot_ev=-17909.5097 relative_energy_kcal_mol=72.7
N 1.295 0.644 2.548 0.6094 0.1967 -1.2192
C 1.836 0.702 1.522 0.0486 -0.2163 0.5599
P 2.607 0.722 -0.166 -3.5249 -1.7112 0.0316
C 2.903 -1.065 -0.218 0.7181 0.5206 0.4921
N 3.226 -2.150 -0.397 -0.0272 -0.3691 -0.0415
N 1.081 0.599 -1.011 -0.2183 0.3403 0.3850
O -0.235 -0.124 -0.847 2.6149 1.5987 1.6873
H 1.085 1.119 -1.864 -0.6189 0.1303 -0.3614
H -0.521 0.193 0.066 0.3984 -0.4899 -1.5339

22
Properties=species:S:1:pos:R:3:forces:R:3 method="wB97M-V/def2-TZVPD" orbital_gap_ev=8.304 charge=0 e_tot_ev=-9992.4103 relative_energy_kcal_mol=102.2
C -0.492 0.779 0.016 -0.4775 1.7748 0.8872
C -1.932 0.473 0.301 2.4731 0.0317 0.1938
C -3.517 -1.244 -0.387 -1.2853 -0.8933 -1.2124
C 0.718 0.283 -0.375 -1.7696 -0.0939 0.5762
C -0.400 2.206 0.444 1.7621 1.9137 -1.0735
C 1.962 1.078 -0.061 -0.1152 0.0635 0.4693
C 1.294 -1.840 0.597 -1.3898 -1.0251 -1.2100
C 0.930 -1.113 -0.770 0.6239 -1.1677 1.0697
N -2.692 -0.330 -0.133 -0.3312 -1.4690 -0.4215
H -4.166 -1.147 -1.250 -0.0740 0.2580 0.0883
H -3.560 -2.202 0.109 0.3861 0.1558 0.4443
H -1.198 2.706 0.921 -1.6151 -0.2087 0.1209
H -0.205 2.779 -0.516 0.2188 -0.0530 1.2908
H 0.380 2.384 1.195 0.3328 0.0633 -0.5095
H 1.980 1.412 1.003 0.0735 -0.3145 -0.7477
H 2.059 1.963 -0.663 -0.1850 0.6230 -0.2704
H 2.858 0.520 -0.265 0.3269 -0.5413 -0.0118
H 0.369 -1.562 1.195 1.6699 -0.6968 0.1537
H 2.263 -1.394 0.904 -0.8716 -0.3822 0.4363
H 1.402 -2.993 0.484 -0.1886 2.0425 0.2477
H 0.154 -1.557 -1.374 -0.7091 -0.1842 0.3870
H 1.792 -1.200 -1.375 1.1449 0.1033 -0.9083

no.,E_LUMO (Ha)
1,-0.027
2,0.028